1.
This record from OMol25 describes a 5-piece molecular cluster, C6H15NO4 overall at a distorted geometry. The level of theory is ωB97M-V/def2-TZVPD.

The geometry in XYZ format:
```
26
C6H15NO4 (ωB97M-V/def2-TZVPD)
N 1.1947 -2.4947 -0.3156
C 0.4484 -1.3357 -0.1842
C -0.8739 -1.1919 -0.6779
C -1.2349 0.1491 -0.9015
C -0.4893 1.2276 -0.4347
C 0.5882 1.0657 0.4000
C 1.0213 -0.2729 0.5126
H 0.7133 -3.3261 -0.6149
H 1.9529 -2.6417 0.3263
H -1.5587 -1.9367 -1.0603
H -2.0944 0.3166 -1.5423
H -0.9515 2.1806 -0.6746
H 1.2549 1.7626 0.8903
H 1.8236 -0.4232 1.2199
H 1.1495 4.6051 0.0381
H 1.4310 3.8474 -1.2369
O 0.7163 4.0689 -0.6266
H 1.9616 -0.0342 -3.0991
H 1.7986 1.4661 -3.4782
O 2.1880 0.8685 -2.8492
H -1.7452 -2.8076 0.9432
H -2.1605 -2.0875 2.1921
O -2.1970 -2.9558 1.7855
H -1.0141 -0.1477 2.3315
H -1.0950 0.0671 3.7819
O -1.4892 0.3895 2.9748
```

Calculated values
Molar mass, g/mol: 165.2
Frontier orbital gap, Eh: 0.318
Strongest force on any atom, eV Å⁻¹: 2.69
Multiplicity: 1
SMILES: Nc1ccccc1.O.O.O.O
Energy relative to the best compared isomer or geometry (same formula, charge and spin), eV: 0.0000

These are the Löwdin partial charges, in e, on atoms 1 to 4:
1. N 0.105
2. C -0.349
3. C -0.057
4. C -0.090

2.
This record from OMol25 describes a 6-piece molecular cluster, C54H114N6O6 overall at a distorted geometry. The level of theory is ωB97M-V/def2-TZVPD.

The geometry in XYZ format:
```
180
C54H114N6O6 (ωB97M-V/def2-TZVPD)
C -2.2474 0.6230 2.5502
C -1.5150 1.5901 1.6102
C -0.8847 0.8093 0.4957
C -1.7330 0.3659 -0.6522
C -2.4630 1.4958 -1.2053
C -3.2317 2.3819 -0.1119
N -2.4193 2.6844 1.0796
O -3.1186 3.3003 2.0362
C -3.6300 3.7441 -0.6779
C -4.6032 1.6421 0.2008
C -0.3814 2.2646 2.5213
H -2.9172 1.1409 3.2367
H -1.6307 -0.0613 3.1330
H -3.1227 0.2011 2.0564
H -0.0415 1.3842 0.1129
H -0.3815 -0.1033 0.8152
H -2.4297 -0.4246 -0.3733
H -1.1156 -0.1219 -1.4065
H -3.1569 0.9747 -1.8649
H -1.8151 2.1373 -1.8025
H -3.5932 3.7102 -1.7667
H -4.6897 3.9150 -0.4879
H -3.1340 4.6120 -0.2434
H -5.1920 1.9872 1.0507
H -5.2001 1.2432 -0.6194
H -4.1778 0.7249 0.6082
H -0.8256 2.4938 3.4899
H -0.0359 3.2248 2.1380
H 0.5117 1.6981 2.7848
H -2.9993 4.1996 1.7220
C -10.4720 -5.1849 5.6395
C -9.2860 -4.9118 4.6756
C -8.0522 -5.6547 5.4005
C -6.8199 -5.8401 4.5872
C -7.2583 -6.5337 3.3419
C -8.3394 -5.7554 2.4963
N -9.5119 -5.5180 3.3754
O -10.6810 -5.1668 2.8287
C -7.6682 -4.5042 1.8352
C -8.7231 -6.7220 1.3754
C -8.9991 -3.3763 4.5528
H -11.3777 -4.6734 5.3137
H -10.3436 -5.0251 6.7100
H -10.6989 -6.2510 5.6269
H -7.5400 -5.0354 6.1368
H -8.4150 -6.4920 5.9967
H -6.0957 -6.5203 5.0355
H -6.3329 -4.8686 4.5027
H -7.3299 -7.6201 3.3947
H -6.3031 -6.3300 2.8579
H -8.4778 -3.8228 1.5736
H -6.9782 -3.9980 2.5103
H -6.9969 -4.6990 0.9989
H -9.0678 -7.7039 1.6995
H -9.5168 -6.2818 0.7719
H -7.8952 -7.0191 0.7317
H -9.2228 -2.7723 5.4321
H -9.4567 -3.0250 3.6280
H -7.9162 -3.2560 4.5246
H -10.4692 -4.2902 2.4997
C 4.1998 7.4315 -4.0515
C 2.9885 8.2111 -3.4957
C 2.0522 6.9529 -3.0988
C 0.9764 7.3224 -2.0464
C 1.4987 8.0884 -0.8321
C 2.4261 9.3197 -1.1582
N 3.3999 8.9929 -2.3210
O 4.3118 9.9350 -2.6380
C 1.5757 10.5210 -1.4990
C 3.1448 9.7010 0.1725
C 2.1830 8.9292 -4.5266
H 4.5979 8.0936 -4.8204
H 3.8131 6.6437 -4.6979
H 4.9376 7.0089 -3.3695
H 1.6309 6.5083 -4.0005
H 2.6629 6.1820 -2.6288
H 0.5558 6.4062 -1.6317
H 0.1110 7.8078 -2.4976
H 2.1944 7.4402 -0.2991
H 0.6580 8.3582 -0.1930
H 2.2709 11.2903 -1.8351
H 0.9161 10.3955 -2.3576
H 1.0081 10.7933 -0.6092
H 4.0088 9.0555 0.3303
H 3.6706 10.6502 0.0697
H 2.4353 9.9073 0.9739
H 2.5850 9.9180 -4.7474
H 1.1346 9.0918 -4.2764
H 2.1951 8.4601 -5.5104
H 5.1029 9.4204 -2.4618
C -1.4304 3.1696 -11.5937
C -1.0128 2.5609 -10.3541
C -0.9213 3.5441 -9.1377
C -2.2983 4.0188 -8.6456
C -3.0846 2.8643 -8.1791
C -3.2505 1.6365 -9.2251
N -1.9567 1.3609 -9.9787
O -1.9812 0.4358 -10.9619
C -3.6353 0.3954 -8.3405
C -4.4093 2.1228 -10.1455
C 0.3390 1.9423 -10.4729
H -0.6326 3.8475 -11.8972
H -2.2755 3.8580 -11.5929
H -1.5066 2.5005 -12.4508
H -0.3683 3.2074 -8.2609
H -0.2895 4.4227 -9.2681
H -2.7082 4.4833 -9.5424
H -2.2203 4.8433 -7.9369
H -4.0669 3.1102 -7.7757
H -2.6158 2.5102 -7.2609
H -4.3492 0.7240 -7.5852
H -4.0514 -0.3196 -9.0502
H -2.7534 -0.1161 -7.9551
H -4.4394 1.5608 -11.0789
H -5.3427 2.4355 -9.6776
H -4.0078 3.0796 -10.4794
H 0.4904 1.3240 -11.3576
H 0.3580 1.2178 -9.6588
H 1.1780 2.6337 -10.3935
H -1.5846 -0.3172 -10.5177
C 7.0471 2.0980 9.8748
C 7.5921 1.0178 8.9383
C 7.3937 -0.3184 9.7992
C 7.2717 -1.5965 8.8945
C 6.3104 -1.4289 7.6638
C 6.6887 -0.1898 6.8144
N 6.8662 0.9849 7.6433
O 6.9658 2.2240 7.0314
C 7.9295 -0.5957 6.0819
C 5.4675 0.1177 5.8659
C 9.0532 1.1807 8.6754
H 7.5680 2.1015 10.8323
H 5.9903 1.9232 10.0765
H 7.2310 3.0038 9.2971
H 8.2552 -0.5661 10.4193
H 6.4253 -0.3484 10.2985
H 6.9994 -2.5163 9.4121
H 8.2444 -1.8636 8.4815
H 5.2552 -1.4552 7.9355
H 6.4270 -2.2407 6.9458
H 7.9372 -1.4207 5.3696
H 8.3809 0.2096 5.5025
H 8.6880 -0.9445 6.7827
H 5.2894 -0.6072 5.0717
H 4.6204 0.1713 6.5498
H 5.4639 1.1400 5.4878
H 9.6001 1.5368 9.5484
H 9.2256 2.1114 8.1348
H 9.4064 0.2470 8.2377
H 6.1636 2.6196 7.3800
C 5.9917 -8.2886 -0.9734
C 4.3536 -8.2042 -0.9849
C 3.7717 -9.4697 -0.2046
C 2.2739 -9.3695 0.2145
C 2.1089 -8.0962 1.0716
C 2.6287 -6.7624 0.3992
N 4.0102 -7.0280 -0.1300
O 4.7302 -5.9123 -0.2839
C 1.6677 -6.2611 -0.7129
C 2.6157 -5.7762 1.5162
C 3.9118 -8.2094 -2.5188
H 6.3630 -7.5273 -1.6595
H 6.4367 -9.2071 -1.3561
H 6.3392 -8.0064 0.0204
H 3.7476 -10.3084 -0.9005
H 4.4027 -9.7571 0.6364
H 1.9200 -10.2392 0.7680
H 1.7084 -9.3269 -0.7163
H 2.5942 -8.3105 2.0238
H 1.0681 -7.9720 1.3706
H 2.1500 -5.4115 -1.1962
H 1.5559 -7.0347 -1.4727
H 0.6755 -6.0657 -0.3062
H 3.3995 -5.9672 2.2492
H 3.0998 -4.8593 1.1797
H 1.6421 -5.4819 1.9081
H 4.4786 -8.9718 -3.0531
H 4.1624 -7.2809 -3.0318
H 2.8508 -8.3806 -2.7006
H 5.5851 -5.9878 0.1461
```

Calculated values
Molar mass, g/mol: 943.5
Frontier orbital gap, Eh: 0.298
Strongest force on any atom, eV Å⁻¹: 5.79
Multiplicity: 1
SMILES: CC1(C)CCCC(C)(C)N1O.CC1(C)CCCC(C)(C)N1O.CC1(C)CCCC(C)(C)N1O.CC1(C)CCCC(C)(C)N1O.CC1(C)CCCC(C)(C)N1O.CC1(C)CCCC(C)(C)N1O
Energy relative to the best compared isomer or geometry (same formula, charge and spin), eV: 9.8555

These are the Löwdin partial charges, in e, on atoms 1 to 4:
1. C -0.045
2. C -0.448
3. C -0.165
4. C -0.233

3.
This record from OMol25 describes C4H7FOS in the gas phase at a distorted geometry. The level of theory is ωB97M-V/def2-TZVPD.

The geometry in XYZ format:
```
14
C4H7FOS (ωB97M-V/def2-TZVPD)
C 0.6295 -0.3957 -0.6779
C 0.2628 1.0659 -0.4244
C -0.2015 0.0275 0.5066
C -1.6730 -0.3630 0.4642
H 1.9585 -2.1154 0.2665
H 0.2101 -0.9348 -1.5128
H -0.6238 1.4820 -0.9602
H 1.9633 1.7086 0.2014
H 0.2265 -0.1314 1.4806
H -1.8090 -1.3790 0.9458
H -2.3338 0.3814 0.9863
O 1.2016 2.0876 -0.1979
F -2.0705 -0.5066 -0.8748
S 2.2592 -0.9272 -0.2034
```

Calculated values
Molar mass, g/mol: 122.2
Frontier orbital gap, Eh: 0.365
Strongest force on any atom, eV Å⁻¹: 1.56
Multiplicity: 1
SMILES: O[C@H]1[C@@H](S)[C@@H]1CF
Energy relative to the best compared isomer or geometry (same formula, charge and spin), eV: 1.0239

These are the Löwdin partial charges, in e, on atoms 1 to 4:
1. C -0.544
2. C -0.319
3. C -0.273
4. C -0.152

4.
This record from OMol25 describes a 5-piece molecular cluster, C34H74N3O5S overall at a distorted geometry. The level of theory is ωB97M-V/def2-TZVPD.

The geometry in XYZ format:
```
117
C34H74N3O5S (ωB97M-V/def2-TZVPD)
C 6.6851 2.4766 2.4702
C 7.4269 3.7283 1.9901
C 6.7501 4.3717 0.7826
C 5.4486 5.1047 1.1411
C 5.1844 6.3259 0.2461
C 3.7048 6.7035 0.0182
C 2.7525 6.2463 1.1382
C 1.8188 5.0639 0.7850
C 0.3499 5.5144 0.7505
C -0.6600 4.7425 -0.1042
C -0.9335 3.2694 0.2936
C -0.2710 2.7283 1.5715
C 0.5929 1.5132 1.1778
N 0.2971 1.1489 -0.2474
C 1.4832 0.8232 -1.1365
C 1.8845 -0.6352 -1.0928
S 3.0599 -1.0777 -2.4315
C 3.5380 0.4941 -2.9908
N 4.4719 1.2592 -2.5418
N 4.4530 2.4026 -3.3250
C 3.5110 2.2230 -4.1831
O 2.8755 1.0521 -4.0450
C -0.2888 2.4237 -0.8136
H 6.2822 1.9333 1.6158
H 7.3502 1.7988 2.9979
H 5.8552 2.7432 3.1229
H 7.5152 4.4459 2.8042
H 8.4290 3.4288 1.6855
H 7.4299 5.0412 0.2586
H 6.5082 3.5667 0.0899
H 5.5820 5.4623 2.1639
H 4.6014 4.4217 1.1174
H 5.6356 6.1161 -0.7248
H 5.7218 7.1873 0.6349
H 3.6509 7.7887 -0.0418
H 3.3400 6.3377 -0.9413
H 3.3061 6.0412 2.0483
H 2.0920 7.0806 1.3717
H 1.9336 4.3186 1.5740
H 2.1388 4.5985 -0.1497
H 0.3349 6.5340 0.3694
H -0.0307 5.5432 1.7709
H -0.3881 4.8167 -1.1571
H -1.5983 5.2864 -0.0092
H -1.9980 3.0656 0.2341
H -1.0934 2.2678 2.1216
H 0.2003 3.4295 2.2411
H 1.6350 1.8041 1.3141
H 0.4611 0.6717 1.8500
H -0.3931 0.3960 -0.2345
H 1.1591 1.0621 -2.1440
H 2.2875 1.4774 -0.8195
H 1.0061 -1.2703 -1.1907
H 2.3838 -0.8957 -0.1627
H 3.2220 2.9181 -4.9499
H 0.5903 2.9772 -1.1370
H -0.8764 2.2147 -1.7022
C 1.5430 1.2948 5.1730
C 0.3005 2.0304 5.6577
O -0.9150 1.4766 5.1845
C -1.1709 0.1398 5.5800
C -1.2374 -0.0656 7.0821
H 1.5668 1.2710 4.0799
H 2.4507 1.7810 5.5294
H 1.5667 0.2621 5.5231
H 0.3225 3.0551 5.2846
H 0.2947 2.0967 6.7497
H -0.4358 -0.5363 5.1365
H -2.1366 -0.1037 5.1359
H -0.2884 0.1562 7.5710
H -1.4889 -1.1028 7.3039
H -2.0002 0.5775 7.5211
C -1.5820 -4.4176 0.9227
C -0.8280 -3.1740 0.4959
O -1.1618 -1.9928 1.2098
C -0.9208 -2.0660 2.6056
C 0.5309 -2.3495 2.9575
H -2.6572 -4.2621 0.8302
H -1.2950 -5.2588 0.2927
H -1.3708 -4.6908 1.9568
H -1.0619 -2.9446 -0.5461
H 0.2547 -3.3422 0.5480
H -1.5785 -2.8079 3.0678
H -1.2205 -1.0951 2.9973
H 0.8622 -3.3197 2.5875
H 0.6612 -2.3503 4.0380
H 1.1906 -1.5877 2.5328
C -3.3298 -0.9914 -2.1030
C -4.4666 -1.9403 -1.7548
O -5.5080 -1.9599 -2.7021
C -5.1533 -2.3610 -4.0168
C -4.5669 -3.7586 -4.1043
H -3.7030 0.0265 -2.2300
H -2.5874 -0.9990 -1.2987
H -2.8242 -1.2780 -3.0270
H -4.9327 -1.6211 -0.8224
H -4.0765 -2.9511 -1.5832
H -4.4742 -1.6283 -4.4700
H -6.0828 -2.3152 -4.5826
H -3.6255 -3.8466 -3.5587
H -4.3691 -4.0157 -5.1449
H -5.2568 -4.4966 -3.6956
C -6.8118 -7.8825 -6.2062
C -5.4209 -7.3602 -5.8914
O -5.1487 -7.2285 -4.5071
C -5.2267 -8.4181 -3.7409
C -4.2660 -9.5085 -4.1824
H -7.5716 -7.2384 -5.7621
H -6.9634 -7.9073 -7.2854
H -6.9661 -8.8935 -5.8281
H -5.3091 -6.3538 -6.2965
H -4.6597 -7.9820 -6.3759
H -6.2543 -8.7975 -3.7244
H -4.9891 -8.1114 -2.7220
H -4.4744 -9.8552 -5.1949
H -4.3480 -10.3671 -3.5155
H -3.2376 -9.1457 -4.1570
```

Calculated values
Molar mass, g/mol: 637.0
Frontier orbital gap, Eh: 0.323
Strongest force on any atom, eV Å⁻¹: 2.58
Multiplicity: 1
Net charge: +1

These are the Löwdin partial charges, in e, on atoms 1 to 4:
1. C -0.111
2. C -0.263
3. C -0.224
4. C -0.216

5.
This record from OMol25 describes a 2-piece molecular cluster, C5H9NO overall at a distorted geometry. The level of theory is ωB97M-V/def2-TZVPD.

The geometry in XYZ format:
```
16
C5H9NO (ωB97M-V/def2-TZVPD)
C -1.7332 0.0628 0.0448
C -0.1750 -1.9537 -0.1450
C 0.7296 0.3705 -0.2891
C -0.3790 -0.4839 -0.2240
C 1.0522 2.1796 0.7783
O 1.8023 -0.0281 -1.0829
N 0.4772 1.7820 -0.2773
H 2.5367 0.5728 -0.8968
H -1.8273 0.2658 1.1217
H -1.9054 1.0079 -0.4647
H -0.8083 -2.4557 -0.8839
H 0.8599 -2.2259 -0.3360
H -0.4934 -2.3342 0.8350
H -2.5095 -0.6501 -0.2340
H 1.0415 3.2393 1.0501
H 1.3316 0.6509 1.0038
```

Calculated values
Molar mass, g/mol: 99.1
Frontier orbital gap (alpha / beta), Eh: 0.293 / 0.293
Strongest force on any atom, eV Å⁻¹: 3.51
Multiplicity: 1
Energy relative to the best compared isomer or geometry (same formula, charge and spin), eV: 5.5797

These are the Löwdin partial charges, in e, on atoms 1 to 4:
1. C -0.048
2. C -0.044
3. C -0.526
4. C -0.231

6.
This record from OMol25 describes a 2-piece molecular cluster, CNO3 overall at a distorted geometry. The level of theory is ωB97M-V/def2-TZVPD.

The geometry in XYZ format:
```
5
CNO3 (ωB97M-V/def2-TZVPD)
C 0.2837 -0.1840 -1.0092
N -0.5425 -0.2772 1.3918
O -0.1673 0.6644 -1.6546
O 1.0383 -1.0803 -0.8137
O -0.7305 0.6867 2.1932
```

Calculated values
Molar mass, g/mol: 74.0
Frontier orbital gap (alpha / beta), Eh: 0.190 / 0.193
Strongest force on any atom, eV Å⁻¹: 3.17
Multiplicity: 1
Net charge: -1
Energy relative to the best compared isomer or geometry (same formula, charge and spin), eV: 0.8712

These are the Löwdin partial charges, in e, on atoms 1 to 4:
1. C -0.556
2. N -0.215
3. O 0.109
4. O 0.052

- Which of these has the lowest molar mass?
  CNO3

- molar mass of number 2 (C54H114N6O6)?
  943.5 g/mol